(1)
A molecular structure, C35H31Cl3FIN6O5S2Ti. Source: the Open Molecules 2025 dataset; level of theory: ωB97M-V/def2-TZVPD.

Values from the calculation:
Charge = -1
Spin multiplicity = 2
Gap between HOMO and LUMO (spin up / spin down) = 0.1530 / 0.1819 Eh

Last column: Mulliken charge in e.
Cartesian coordinates (Å):
Ti (0.0051, 0.0372, 0.1293)  0.157
Cl (5.1446, 4.8174, 2.0074)  -0.297
C (4.2426, 3.4059, 1.5060)  0.538
C (4.9150, 2.2583, 1.2167)  -0.647
C (4.2339, 1.0818, 0.8047)  -0.538
I (5.3725, -0.6163, 0.3931)  0.001
C (2.8635, 1.0412, 0.6733)  0.605
O (2.1150, 0.0596, 0.3176)  -0.212
C (2.1892, 2.2850, 0.9961)  0.614
N (0.8827, 2.1111, 0.8359)  0.028
C (0.0902, 3.1528, 1.0842)  -0.893
C (0.6157, 4.3852, 1.5044)  -1.080
C (1.9769, 4.5448, 1.6655)  -0.717
C (2.8247, 3.4622, 1.4059)  -0.159
H (5.9923, 2.2422, 1.3035)  0.383
H (-0.9623, 3.0104, 0.9528)  0.660
H (-0.0580, 5.2089, 1.6995)  0.428
H (2.3826, 5.4955, 1.9887)  0.407
C (-3.0337, -0.6539, -7.4688)  -1.069
C (-1.6641, -0.0428, -7.1943)  -1.129
N (-1.4719, 0.2810, -5.7909)  0.291
C (-0.9082, -0.6489, -4.9673)  -0.124
C (-0.6503, -0.4722, -3.6549)  -0.864
C (-0.0521, -1.5817, -2.8058)  -0.146
O (0.2466, -2.6204, -3.3791)  -0.755
O (0.0822, -1.3189, -1.5618)  -0.324
C (-0.9721, 0.7928, -3.0465)  1.840
O (-0.7804, 1.0395, -1.8547)  -0.205
C (-1.5985, 1.7905, -3.9246)  0.937
C (-1.9569, 3.0242, -3.3925)  -0.956
C (-2.6116, 3.9394, -4.1686)  0.611
F (-2.9227, 5.1369, -3.6083)  -0.379
C (-2.9564, 3.6755, -5.5038)  -1.113
C (-2.5599, 2.4520, -6.0231)  -0.626
C (-1.8677, 1.4996, -5.2664)  -0.256
N (-3.7363, 4.5298, -6.3184)  0.414
C (-3.1416, 4.9222, -7.5882)  -0.431
C (-4.2176, 5.3832, -8.5496)  -2.026
N (-5.0335, 6.4631, -7.9438)  -0.715
C (-5.6073, 6.0570, -6.6341)  -2.125
C (-4.5156, 5.5869, -5.6905)  -0.400
H (-3.1353, -0.8958, -8.5279)  0.388
H (-3.8395, 0.0297, -7.1980)  0.306
H (-3.1666, -1.5717, -6.8958)  0.342
H (-1.5003, 0.8371, -7.8166)  0.497
H (-0.8938, -0.7525, -7.4959)  0.485
H (-0.6664, -1.5996, -5.4291)  0.550
H (-1.7239, 3.2451, -2.3578)  0.602
H (-2.8601, 2.2120, -7.0332)  0.686
H (-2.6077, 4.0960, -8.0529)  0.427
H (-2.4173, 5.7362, -7.4290)  0.293
H (-4.9018, 4.5715, -8.7908)  0.298
H (-3.7927, 5.7884, -9.4708)  0.747
H (-5.8341, 6.7443, -8.6234)  1.222
H (-4.4413, 7.3129, -7.8109)  0.639
H (-6.3226, 5.2624, -6.8379)  0.299
H (-6.1318, 6.9289, -6.2387)  0.707
H (-4.9957, 5.2150, -4.7877)  0.399
H (-3.8789, 6.4402, -5.4258)  0.444
Cl (1.3611, -2.2349, 0.1064)  0.040
C (1.2550, -3.6111, 1.0782)  0.270
C (1.9811, -4.7779, 1.0088)  -0.849
C (1.6989, -5.7774, 1.9378)  -0.310
C (0.7178, -5.6013, 2.8970)  -0.611
C (-0.0136, -4.4177, 2.9543)  0.138
Cl (-1.2433, -4.2444, 4.1734)  -0.246
C (0.2387, -3.4027, 2.0487)  -0.122
S (-0.5769, -1.8162, 1.9041)  0.131
H (2.7491, -4.9155, 0.2592)  0.422
H (2.2552, -6.7059, 1.9095)  0.335
H (0.5137, -6.3908, 3.6089)  0.381
C (-3.5717, -2.1821, -0.2391)  -0.742
N (-3.7709, -0.7750, -0.5343)  0.331
C (-4.5175, -0.2646, -1.5802)  -0.349
C (-4.4495, 1.0798, -1.5048)  -0.727
N (-3.6584, 1.3736, -0.4133)  0.209
C (-3.2343, 0.2359, 0.1954)  -0.078
S (-2.2572, 0.0844, 1.5552)  -0.611
H (-4.1057, -2.7838, -0.9714)  0.282
H (-3.9413, -2.3960, 0.7637)  0.313
H (-2.5085, -2.4188, -0.2692)  0.178
H (-5.0312, -0.8908, -2.2870)  0.460
H (-4.8903, 1.8342, -2.1313)  0.508
H (-3.4037, 2.2853, -0.0840)  0.295
O (-0.9961, 1.3963, 0.1594)  0.297

Cartesian forces (eV/Å) of the 3 atoms listed first:
-1.73 3.29 0.00
-0.09 0.05 0.00
0.09 0.03 0.02

(2)
A molecular structure, C36H50BrCrN10O2S. Source: the Open Molecules 2025 dataset; level of theory: ωB97M-V/def2-TZVPD.

Values from the calculation:
Charge = +2
Spin multiplicity = 4
Gap between HOMO and LUMO (spin up / spin down) = 0.2388 / 0.2386 Eh

Last column: Mulliken charge in e.
Cartesian coordinates (Å):
Cr (-0.0302, -0.6718, -0.5303)  -1.709
O (1.2791, -3.5989, -3.2372)  -0.665
C (0.5712, -4.6011, -2.6505)  0.176
C (1.0486, -5.8939, -2.8567)  -0.567
C (0.4115, -6.9809, -2.2951)  -0.499
C (-0.7238, -6.7919, -1.5185)  -0.968
C (-1.2093, -5.5142, -1.3183)  -0.832
C (-0.5760, -4.3987, -1.8665)  0.470
C (-1.1681, -3.0013, -1.6883)  0.918
O (-0.2273, -1.9997, -1.8315)  -0.218
N (-1.8009, -2.8485, -0.3668)  -0.407
N (-1.3604, -1.8191, 0.3888)  1.345
C (-1.6764, -1.7849, 1.6448)  -0.991
C (-1.3098, -0.7124, 2.5105)  0.128
Br (0.0447, 0.4746, 1.7515)  -0.187
C (-1.7391, -0.4708, 3.7618)  -0.572
C (-2.8652, -1.1072, 4.4296)  0.638
C (-2.8540, -1.1776, 5.8287)  -0.693
C (-3.9049, -1.7558, 6.5141)  -0.628
C (-5.0010, -2.2554, 5.8229)  -0.427
C (-5.0444, -2.1616, 4.4381)  -0.802
C (-3.9904, -1.5929, 3.7476)  0.031
H (0.8552, -2.7532, -3.0269)  0.258
H (1.9302, -6.0034, -3.4751)  0.467
H (0.7905, -7.9800, -2.4611)  0.407
H (-1.2368, -7.6370, -1.0801)  0.427
H (-2.1209, -5.4046, -0.7401)  0.400
H (-1.9626, -2.8669, -2.4409)  0.123
H (-2.0916, -3.6805, 0.1247)  0.317
H (-2.2236, -2.6151, 2.0828)  0.772
H (-1.1919, 0.2613, 4.3468)  0.434
H (-2.0016, -0.7885, 6.3725)  0.398
H (-3.8781, -1.8127, 7.5939)  0.402
H (-5.8297, -2.6894, 6.3654)  0.411
H (-5.9119, -2.5150, 3.8969)  0.421
H (-4.0694, -1.4681, 2.6758)  0.260
C (-3.6180, 0.3778, -0.4661)  -0.710
N (-2.6542, 1.4526, -0.2706)  1.016
C (-3.0434, 2.4565, 0.7056)  -1.233
C (-1.7538, 1.7456, -1.2645)  -0.533
N (-0.8604, 0.8132, -1.5735)  1.312
C (-0.2129, 0.7279, -2.8288)  -0.282
C (-0.8416, 0.9174, -4.0535)  -0.410
C (-0.1639, 0.6502, -5.2318)  -1.000
C (1.1322, 0.1607, -5.1926)  -0.926
C (1.7635, -0.0515, -3.9777)  -0.620
C (1.1072, 0.2512, -2.7885)  -0.216
N (1.5954, -0.0487, -1.4971)  2.289
C (2.8874, -0.1571, -1.2058)  -0.333
N (3.2671, -1.0602, -0.2653)  0.315
C (4.2760, -0.7302, 0.7360)  -1.366
C (2.4146, -2.1950, 0.0368)  -1.299
N (3.8530, 0.5978, -1.7533)  0.402
C (3.6002, 1.9120, -2.3226)  -0.922
C (5.2016, 0.0851, -1.9629)  -1.235
N (-1.8215, 2.9479, -1.8465)  0.447
C (-3.0796, 3.6844, -1.8986)  -1.218
C (-0.7140, 3.6116, -2.5215)  -1.055
H (-3.8036, -0.1278, 0.4814)  -0.107
H (-4.5748, 0.7779, -0.8198)  0.384
H (-3.2475, -0.3386, -1.1959)  0.252
H (-3.1222, 1.9680, 1.6800)  0.256
H (-4.0114, 2.9152, 0.4836)  0.430
H (-2.2748, 3.2253, 0.7688)  0.367
H (-1.8774, 1.2344, -4.0791)  0.623
H (-0.6603, 0.7862, -6.1830)  0.466
H (1.6483, -0.0836, -6.1113)  0.489
H (2.7424, -0.5137, -3.9503)  0.591
H (5.0680, -1.4795, 0.7593)  0.316
H (3.8127, -0.6838, 1.7257)  0.422
H (4.7121, 0.2416, 0.5207)  0.496
H (2.0572, -2.6613, -0.8802)  0.366
H (1.5556, -1.9318, 0.6853)  0.367
H (2.9979, -2.9294, 0.5883)  0.530
H (2.7021, 2.3434, -1.8878)  0.114
H (3.4921, 1.8750, -3.4083)  0.304
H (4.4436, 2.5574, -2.0779)  0.396
H (5.2571, -0.9711, -1.7156)  0.350
H (5.9364, 0.6347, -1.3721)  0.411
H (5.4604, 0.2091, -3.0168)  0.416
H (-3.9227, 3.0348, -1.6813)  0.391
H (-3.2082, 4.0735, -2.9089)  0.414
H (-3.0801, 4.5269, -1.2046)  0.367
H (0.2358, 3.2436, -2.1527)  0.304
H (-0.7795, 4.6774, -2.3048)  0.429
H (-0.7610, 3.4728, -3.6029)  0.343
C (3.1801, 2.3019, 2.8828)  -0.439
N (2.3817, 3.4988, 2.7976)  0.187
C (2.2707, 4.4146, 3.9325)  -0.613
C (1.5331, 5.6129, 3.3275)  -0.563
N (0.9847, 5.0314, 2.1002)  -0.136
C (1.5913, 3.8685, 1.7816)  -0.220
S (1.3543, 3.0281, 0.3465)  -0.146
H (2.7976, 1.6390, 3.6639)  0.327
H (4.2116, 2.5652, 3.1209)  0.365
H (3.1495, 1.7963, 1.9209)  -0.248
H (3.2561, 4.6711, 4.3191)  0.357
H (1.6973, 3.9402, 4.7346)  0.301
H (2.2130, 6.4367, 3.1035)  0.313
H (0.7401, 5.9826, 3.9729)  0.310
H (0.5744, 5.6042, 1.3853)  0.260

Cartesian forces (eV/Å) of the 3 atoms listed first:
0.41 0.32 -1.41
0.06 -0.05 -0.10
-0.11 -0.11 0.15

(3)
A single C4H3NS2 molecule. Source: the Open Molecules 2025 dataset; level of theory: ωB97M-V/def2-TZVPD.

Values from the calculation:
Spin multiplicity = 3
Gap between HOMO and LUMO (spin up / spin down) = 0.2481 / 0.3130 Eh
Energy above the lowest of the compared OMol25 structures with the same formula, charge and spin = 1.5 kcal per mole

Last column: natural (NBO) charge in e.
Cartesian coordinates (Å):
C (-1.0320, -0.2756, -0.0134)  0.029
C (0.5325, -0.3967, -1.9128)  -0.127
C (-1.5524, -1.9558, -1.5534)  0.155
C (0.3647, -0.0749, -0.4706)  -0.614
N (-1.7297, -1.2182, -0.5879)  -0.447
S (1.7594, -0.3195, -2.8958)  0.210
S (-1.6856, -3.1223, -2.5845)  0.084
H (-1.4998, 0.3187, 0.7488)  0.199
H (0.7462, 0.9187, -0.2166)  0.254
H (1.0174, -0.8147, 0.0138)  0.260

Cartesian forces (eV/Å) of the 3 atoms listed first:
0.26 0.78 0.46
1.34 0.41 -0.31
-0.91 -0.37 0.63

Number 1: total energy -149145.2500 eV. Number 2: total energy -166426.9515 eV. Number 3: total energy -27353.0643 eV.